No. 1
Molecular formula: C24H20AsMnNOPS4
Method: DFT, the ωB97M-V functional and the def2-TZVPD basis

Computed properties:
Relative energy (zero: lowest compared OMol25 entry of this formula, charge and spin)   0.0 kJ/mol
⟨S²⟩   6.330
Charge   -2
2S+1   5
Orbital gap (spin up / spin down)   3.82 / 4.64 eV

Cartesian coordinates (Å):
Mn1 -0.394916 -0.214991 -0.288573
S1 0.357886 -3.910317 2.067534
As1 -1.070916 -2.679251 1.101952
S2 -1.073510 -0.591108 1.891061
S3 -0.490465 -2.324273 -1.047149
S4 -2.988115 -3.546715 1.217959
O1 1.631507 0.161144 -0.380154
P1 2.913399 0.061715 0.395005
C1 2.524093 0.071987 2.161350
C2 2.683824 -0.999449 3.028568
C3 2.220086 -0.895032 4.330782
C4 1.630289 0.277114 4.772431
C5 1.508040 1.366224 3.919510
C6 1.952002 1.262476 2.617175
C7 3.943425 1.492076 0.061272
C8 3.331715 2.576649 -0.570223
C9 4.028718 3.751886 -0.780122
C10 5.348818 3.867670 -0.359141
C11 5.958262 2.794685 0.281412
C12 5.262944 1.621297 0.503539
C13 3.763303 -1.472892 0.002784
C14 5.020037 -1.569104 -0.594094
C15 5.528260 -2.811728 -0.931690
C16 4.778875 -3.960785 -0.702659
C17 3.506855 -3.864205 -0.153734
C18 2.995888 -2.626615 0.194323
H1 3.108534 -1.931239 2.682236
H2 2.287230 -1.752400 4.986476
H3 1.233745 0.332454 5.778460
H4 1.027005 2.274058 4.259491
H5 1.821822 2.084137 1.921486
H6 2.303252 2.471885 -0.896941
H7 3.545155 4.587874 -1.269499
H8 5.894965 4.788052 -0.520987
H9 6.982721 2.888680 0.621815
H10 5.733064 0.801087 1.032754
H11 5.593748 -0.673475 -0.798368
H12 6.512350 -2.889729 -1.379260
H13 5.190237 -4.931141 -0.953537
H14 2.901283 -4.745905 0.010422
H15 1.996768 -2.567535 0.624027
N1 -1.640740 0.808187 -0.823940
C19 -2.897814 1.237681 -0.852391
C20 -3.220160 2.589163 -1.153031
C21 -4.535150 3.007586 -1.230207
C22 -5.588185 2.124609 -1.013414
C23 -5.291345 0.797682 -0.683937
C24 -3.990760 0.355010 -0.601161
H16 -2.405262 3.284905 -1.322227
H17 -4.749812 4.048720 -1.457284
H18 -6.617008 2.460520 -1.089231
H19 -6.099799 0.102516 -0.481478
H20 -3.757348 -0.669543 -0.333092

Cartesian forces (eV/Å) of the 3 atoms listed first:
Mn 1.2 0.0 0.4
S 0.7 -0.1 0.3
As -0.5 -0.2 0.0

=====

No. 2
Molecular formula: C24H20BiClNOP
Method: DFT, the ωB97M-V functional and the def2-TZVPD basis

Computed properties:
Charge   0
2S+1   1
Orbital gap (spin up / spin down)   5.06 / 5.86 eV

Cartesian coordinates (Å):
C1 -1.241386 -1.542871 3.582020
C2 -1.040707 -2.066628 2.295900
C3 0.409861 -2.247399 2.037461
H1 -1.867075 -2.264292 1.610878
C4 1.155566 -1.739780 3.103093
C5 0.162553 -1.249802 4.161016
H2 0.626996 -1.155182 5.242374
H3 -2.115687 -0.959781 4.012305
H4 0.870325 -2.681361 1.153295
H5 2.254773 -1.610524 3.317912
Bi1 -0.106711 0.344559 2.056298
Cl1 2.077841 1.449829 2.318327
P1 0.025344 0.342352 -0.476130
C6 1.256632 -0.748705 -1.011546
C7 0.936429 -1.444667 -2.183015
H6 -0.076232 -1.411512 -2.583640
C8 1.928147 -2.178544 -2.819530
H7 1.677833 -2.727669 -3.726701
C9 3.230418 -2.209008 -2.309815
H8 4.003254 -2.789283 -2.819766
C10 3.541507 -1.490605 -1.147819
H9 4.558272 -1.503203 -0.752797
C11 2.564976 -0.757089 -0.490507
H10 2.803031 -0.187550 0.406238
C12 -1.613095 -0.155447 -0.884414
C13 -2.049390 -1.490222 -0.783862
H11 -1.403759 -2.261860 -0.358469
C14 -3.315651 -1.817268 -1.250800
H12 -3.657366 -2.851164 -1.188235
C15 -4.144178 -0.831418 -1.802453
H13 -5.138288 -1.093633 -2.168455
C16 -3.698891 0.492511 -1.882488
H14 -4.335725 1.266414 -2.304659
C17 -2.439838 0.841637 -1.421431
H15 -2.079655 1.869545 -1.476014
C18 0.350490 2.003351 -0.843136
C19 0.857556 2.101483 -2.141195
H16 1.099123 1.198901 -2.702047
C20 1.056407 3.359576 -2.684009
H17 1.454675 3.433534 -3.692904
C21 0.754162 4.506682 -1.945137
H18 0.917132 5.493107 -2.384052
C22 0.247655 4.388446 -0.643672
H19 0.015303 5.283984 -0.065469
C23 0.032670 3.140028 -0.075364
H20 -0.356152 3.044505 0.940012
O1 -0.056094 0.120923 6.776173
C24 -0.065478 0.291531 5.620997
N1 -0.067574 0.493569 4.385229

Cartesian forces (eV/Å) of the 3 atoms listed first:
C 1.4 0.1 1.5
C 0.5 -0.6 0.5
C -0.5 -0.2 0.7

=====

No. 3
Molecular formula: C24H20ClDyNOP
Method: DFT, the ωB97M-V functional and the def2-TZVPD basis

Computed properties:
Relative energy (zero: lowest compared OMol25 entry of this formula, charge and spin)   950.5 kJ/mol
⟨S²⟩   9.356
Charge   0
2S+1   6
Orbital gap (spin up / spin down)   6.01 / 6.17 eV

Cartesian coordinates (Å):
C1 -2.141914 2.302253 2.475746
C2 -2.079456 2.167807 1.065368
C3 -2.790690 0.949563 0.674028
H1 -1.605971 2.859481 0.428493
C4 -3.281349 0.288786 1.826292
C5 -2.979768 1.191136 2.891530
H2 -3.287738 0.824432 3.956428
H3 -1.602513 2.973139 3.119939
H4 -2.943600 0.598476 -0.309286
H5 -3.741750 -0.641724 1.944752
Dy1 -0.922777 0.390425 1.908372
Cl1 -0.919328 -1.914350 2.563472
P1 0.370636 -0.208117 -0.073235
C6 -0.659531 -0.975872 -1.306925
C7 -0.511969 -0.622223 -2.644794
H6 0.157859 0.179210 -2.926679
C8 -1.227690 -1.298213 -3.627957
H7 -1.107849 -1.011690 -4.668057
C9 -2.086233 -2.336991 -3.283824
H8 -2.641593 -2.863248 -4.053634
C10 -2.224226 -2.701076 -1.946315
H9 -2.883770 -3.517647 -1.670724
C11 -1.520971 -2.027111 -0.960852
H10 -1.621917 -2.318182 0.080720
C12 1.027130 1.313733 -0.737927
C13 0.198282 2.300203 -1.288986
H11 -0.874545 2.145244 -1.343548
C14 0.747103 3.472258 -1.785533
H12 0.099861 4.225628 -2.223479
C15 2.123162 3.681547 -1.726625
H13 2.551928 4.599990 -2.112749
C16 2.944332 2.706877 -1.166587
H14 4.015760 2.865145 -1.112401
C17 2.403089 1.530207 -0.674355
H15 3.044072 0.775546 -0.234345
C18 1.723189 -1.299376 0.241220
C19 2.174660 -2.037718 -0.842875
H16 1.658506 -1.983582 -1.792488
C20 3.288207 -2.859214 -0.713143
H17 3.631179 -3.432983 -1.568156
C21 3.952972 -2.951100 0.505404
H18 4.820072 -3.594878 0.605815
C22 3.496352 -2.214534 1.596280
H19 4.006713 -2.286126 2.551429
C23 2.388470 -1.391538 1.474912
H20 2.034777 -0.822345 2.328715
O1 -3.119002 1.254021 5.885724
C24 -2.361273 1.009693 4.821663
N1 -1.720889 0.705037 3.849176

Cartesian forces (eV/Å) of the 3 atoms listed first:
C -2.0 1.3 -2.3
C -2.9 -0.2 -1.0
C -0.1 2.6 -0.5

=====

No. 4
Molecular formula: C24H20ClGdNOP
Method: DFT, the ωB97M-V functional and the def2-TZVPD basis

Computed properties:
Relative energy (zero: lowest compared OMol25 entry of this formula, charge and spin)   0.0 kJ/mol
⟨S²⟩   16.122
Charge   0
2S+1   8
Orbital gap (spin up / spin down)   6.47 / 5.20 eV

Cartesian coordinates (Å):
C1 3.788851 0.168376 1.621353
C2 3.126292 0.774780 0.495621
C3 2.241629 1.836176 0.939801
H1 3.283281 0.387241 -0.537417
C4 2.230278 1.877623 2.363115
C5 3.126319 0.833047 2.847357
H2 3.539926 1.050036 3.938759
H3 4.202394 -0.865589 1.716033
H4 1.650734 2.537824 0.307424
H5 1.641632 2.504976 3.099012
Gd1 1.297327 -0.414878 1.790630
Cl1 -0.568195 0.151711 3.408400
P1 -0.540313 -0.211965 -0.283432
C6 -0.962304 1.459537 -0.462166
C7 -1.107768 1.831129 -1.807019
H6 -0.789464 1.149988 -2.595386
C8 -1.666642 3.068029 -2.075268
H7 -1.786983 3.361164 -3.110893
C9 -2.073821 3.910985 -1.035137
H8 -2.516180 4.883707 -1.268982
C10 -1.921222 3.513909 0.300831
H9 -2.247600 4.165876 1.110819
C11 -1.357768 2.284731 0.608437
H10 -1.239010 1.951056 1.640672
C12 0.445321 -0.892700 -1.572857
C13 1.487739 -0.174350 -2.195698
H11 1.798444 0.806030 -1.822754
C14 2.099509 -0.737101 -3.308480
H12 2.891202 -0.185061 -3.815392
C15 1.694078 -1.993210 -3.780931
H13 2.174407 -2.428539 -4.660142
C16 0.674780 -2.700593 -3.130258
H14 0.354925 -3.673968 -3.484422
C17 0.050219 -2.166899 -2.015730
H15 -0.745769 -2.692472 -1.484818
C18 -1.832297 -1.252988 0.252965
C19 -2.977134 -0.898738 -0.477003
H16 -2.948773 -0.024443 -1.128201
C20 -4.094053 -1.690911 -0.322096
H17 -4.974750 -1.428226 -0.884884
C21 -4.072834 -2.793036 0.540699
H18 -4.973237 -3.404481 0.645937
C22 -2.918152 -3.110480 1.265672
H19 -2.908486 -3.967356 1.938435
C23 -1.763149 -2.345850 1.132585
H20 -0.859602 -2.576524 1.702276
O1 4.228556 -0.527546 5.413423
C24 3.343662 -0.600836 4.521443
N1 2.474002 -0.749192 3.657669

Cartesian forces (eV/Å) of the 3 atoms listed first:
C -2.3 0.9 1.3
C 0.8 0.6 0.0
C 0.3 -0.1 -1.2

=====

No. 5
Molecular formula: C24H20ClIrNPS
Method: DFT, the ωB97M-V functional and the def2-TZVPD basis

Computed properties:
⟨S²⟩   6.027
Charge   0
2S+1   5
Orbital gap (spin up / spin down)   7.25 / 5.03 eV

Cartesian coordinates (Å):
C1 4.202552 1.177291 -1.836166
C2 2.856793 0.728659 -2.078330
C3 1.972858 1.894881 -2.116504
H1 2.493051 -0.281403 -2.201839
C4 2.761977 3.062709 -1.955100
C5 4.124478 2.649100 -1.753788
H2 4.906228 3.348528 -1.516191
H3 5.073152 0.518798 -1.743311
H4 0.907258 1.868741 -2.275316
H5 2.422300 4.103782 -2.052441
Ir1 3.139393 1.875996 -0.149833
Cl1 1.869694 1.758689 1.616376
P1 -0.407284 -0.142540 0.371504
C6 -1.919068 0.527517 -0.432547
C7 -2.834160 -0.251475 -1.162551
H6 -2.665161 -1.321696 -1.300321
C8 -3.973528 0.351449 -1.703566
H7 -4.683813 -0.261269 -2.259949
C9 -4.200226 1.719867 -1.534302
H8 -5.091383 2.184487 -1.964150
C10 -3.279450 2.497796 -0.820502
H9 -3.454777 3.563736 -0.679376
C11 -2.131279 1.915420 -0.283806
H10 -1.398347 2.514024 0.263579
C12 -0.392458 -1.847141 -0.318452
C13 0.229142 -2.003883 -1.576042
H11 0.656382 -1.131790 -2.078296
C14 0.271289 -3.260955 -2.174576
H12 0.744418 -3.373201 -3.150413
C15 -0.293000 -4.369372 -1.530353
H13 -0.256023 -5.353754 -2.002855
C16 -0.897800 -4.215468 -0.279521
H14 -1.341148 -5.072180 0.228585
C17 -0.942461 -2.961854 0.337606
H15 -1.409612 -2.850652 1.318546
C18 -1.042848 -0.463255 2.067846
C19 -2.399549 -0.385884 2.429288
H16 -3.156115 -0.107853 1.691679
C20 -2.780076 -0.677745 3.742039
H17 -3.835345 -0.627536 4.012157
C21 -1.824210 -1.029580 4.699232
H18 -2.129467 -1.252756 5.724267
C22 -0.471371 -1.087042 4.342308
H19 0.281335 -1.362749 5.080378
C23 -0.075200 -0.792659 3.040617
H20 0.981405 -0.801883 2.764794
S1 5.194255 2.496413 1.068906
C24 6.644594 3.032134 0.348375
N1 7.552605 3.497553 -0.217684

Cartesian forces (eV/Å) of the 3 atoms listed first:
C 0.0 0.3 -1.6
C -0.6 1.2 -0.9
C 0.9 -1.0 -1.6